{
  "formula": "C4H5N2OS2",
  "method": "wB97M-V/def2-TZVPD",
  "symbols": ["C", "C", "C", "C", "N", "N", "O", "S", "S", "H", "H", "H", "H", "H"],
  "xyz": [[-0.57149, -1.11553, -1.08218], [0.16312, -0.01816, 0.26700], [-0.16587, 1.22802, -0.04286], [-1.12673, -0.24767, -1.98443], [-0.55055, -2.49407, -0.74119], [0.19583, 2.36845, 0.67806], [0.65293, -0.65594, 1.36960], [-1.96659, -0.94375, -3.35151], [-0.91789, 1.41613, -1.67076], [-0.40324, -3.09648, -1.52727], [-1.52985, -2.77304, -0.37215], [-0.00635, 3.24787, 0.13157], [1.09333, 2.30414, 1.09677], [0.64725, -1.52735, 0.97696]],
  "nbo_charge": [0.05, 0.19, -0.13, -0.41, -0.88, -0.85, -0.71, -0.55, 0.31, 0.38, 0.36, 0.37, 0.37, 0.50],
  "total_charge": -1,
  "e_homo_ev": -2.684,
  "energy_ev": -30926.25245,
  "multiplicity": 1,
  "smiles": "Nc1sc([S-])c(N)c1O",
  "molar_mass_g_mol": 161.23
}


{
  "formula": "C4H11N3",
  "method": "wB97M-V/def2-TZVPD",
  "symbols": ["C", "C", "C", "C", "N", "N", "N", "H", "H", "H", "H", "H", "H", "H", "H", "H", "H", "H"],
  "xyz": [[0.92263, -0.01760, -1.68197], [0.80463, 0.89352, -0.44392], [-0.39406, 0.39669, 0.41337], [-0.34072, -0.03054, 1.68532], [-1.55759, -0.48271, 2.29744], [-1.60030, 0.32325, -0.26708], [1.48465, -1.35990, -1.45561], [1.53700, 0.52617, -2.40518], [-0.05195, -0.17462, -2.14120], [1.70936, 0.89828, 0.16117], [0.57028, 1.94753, -0.62561], [0.59222, -0.05793, 2.22409], [-1.38841, -0.73114, 3.26649], [-2.30230, 0.21065, 2.26488], [-1.76303, 0.85285, -1.09098], [-2.30396, -0.30692, 0.05555], [1.62922, -1.64413, -0.49437], [2.45233, -1.24345, -1.76237]],
  "nbo_charge": [-0.22, -0.44, 0.14, -0.14, -0.85, -0.86, -0.83, 0.18, 0.19, 0.21, 0.21, 0.19, 0.37, 0.36, 0.38, 0.40, 0.36, 0.35],
  "e_homo_ev": -7.164,
  "energy_ev": -8795.90592,
  "multiplicity": 1,
  "smiles": "N/C=C(\\N)CCN",
  "molar_mass_g_mol": 101.15
}


{
  "formula": "C4H10N2",
  "method": "wB97M-V/def2-TZVPD",
  "symbols": ["C", "C", "C", "C", "N", "N", "H", "H", "H", "H", "H", "H", "H", "H", "H", "H"],
  "xyz": [[0.31726, -0.76994, 2.08427], [-0.14114, 0.20204, -0.47017], [1.12075, 1.63146, -1.93687], [-1.52612, -1.42231, 0.75581], [0.83469, 0.95219, -0.71154], [-0.35204, -0.68298, 1.01040], [-0.05115, -1.34225, 2.89788], [1.17363, -0.17014, 2.28826], [-1.03117, 0.16824, -1.20147], [1.55977, 2.67768, -1.90255], [0.18348, 1.83178, -2.32631], [1.90338, 1.13008, -2.49388], [-2.02992, -1.67038, 1.77768], [-1.29305, -2.30686, 0.14196], [-2.25978, -1.15960, 0.02463], [1.59142, 0.93099, 0.06190]],
  "nbo_charge": [0.16, 0.44, -0.47, -0.51, -0.38, -0.24, 0.28, 0.24, 0.30, 0.31, 0.25, 0.30, 0.29, 0.28, 0.28, 0.47],
  "total_charge": 2,
  "e_homo_ev": -21.379,
  "energy_ev": -7268.25290,
  "multiplicity": 1,
  "smiles": "C=[N+](C)/C=[NH+]/C",
  "molar_mass_g_mol": 86.14
}


{
  "formula": "C53H54Ge2NS5Y",
  "method": "wB97M-V/def2-TZVPD",
  "symbols": ["Y", "C", "C", "C", "C", "C", "C", "C", "C", "C", "C", "C", "C", "C", "C", "C", "Ge", "S", "S", "Ge", "S", "S", "C", "C", "C", "C", "C", "C", "C", "C", "C", "C", "C", "C", "C", "C", "C", "C", "C", "C", "C", "C", "C", "C", "C", "C", "C", "C", "C", "C", "C", "C", "C", "C", "C", "H", "H", "H", "H", "H", "H", "H", "H", "H", "H", "H", "H", "H", "H", "H", "H", "H", "H", "H", "H", "H", "H", "H", "H", "H", "H", "H", "H", "H", "H", "H", "H", "H", "H", "H", "H", "H", "H", "H", "H", "H", "H", "H", "H", "H", "H", "H", "H", "H", "H", "S", "C", "C", "C", "C", "C", "N", "H", "H", "H", "H"],
  "xyz": [[1.03226, 0.06455, 0.90640], [7.05844, -0.30383, 8.10177], [7.00914, -0.30660, 6.59776], [7.21239, -1.47361, 5.87282], [7.13022, -1.50092, 4.48855], [7.34477, -2.79583, 3.75128], [6.85373, -0.31355, 3.80609], [6.68633, 0.88091, 4.50596], [6.47231, 2.18952, 3.78716], [6.75446, 0.86177, 5.89541], [7.02426, -0.24662, 2.32603], [8.35987, -0.15142, 1.93235], [8.71415, 0.02290, 0.60987], [7.71856, 0.16161, -0.33667], [6.37489, 0.08642, 0.01810], [6.01180, -0.18337, 1.35518], [4.10720, -0.53933, 1.72927], [3.03040, -1.28639, -0.01844], [2.83182, 1.21175, 2.62940], [1.87384, -0.47350, 3.97017], [-0.03585, -0.95870, 3.01728], [3.62420, -1.82078, 3.52047], [1.56148, -0.12082, 5.87498], [1.49313, -1.21545, 6.75219], [1.26073, -0.99181, 8.10434], [1.02879, 0.28581, 8.58279], [1.01053, 1.35257, 7.70257], [1.27539, 1.16722, 6.34733], [1.21342, 2.37560, 5.47326], [0.04433, 2.69762, 4.78530], [-1.19730, 1.84932, 4.87123], [0.00690, 3.88102, 4.04646], [1.08359, 4.75154, 4.00535], [1.00594, 6.05882, 3.26348], [2.23824, 4.40940, 4.70450], [2.31327, 3.24066, 5.44212], [3.55729, 2.89390, 6.20766], [1.57185, -2.62686, 6.26973], [2.79831, -3.28283, 6.18731], [4.06084, -2.60414, 6.63074], [2.83813, -4.58505, 5.70300], [1.68538, -5.25086, 5.31498], [1.74539, -6.63628, 4.73152], [0.46532, -4.60584, 5.48028], [0.38432, -3.31373, 5.97998], [-0.95840, -2.72217, 6.31612], [5.40878, 0.42472, -1.07234], [5.12741, -0.48498, -2.08756], [5.66331, -1.89261, -2.08227], [4.24088, -0.11766, -3.09635], [3.62946, 1.12264, -3.11695], [2.64423, 1.49336, -4.19203], [3.94848, 2.02821, -2.10853], [4.83369, 1.70472, -1.09422], [5.15885, 2.73417, -0.04062], [7.41283, -1.25893, 8.48732], [6.06573, -0.12260, 8.51954], [7.71838, 0.48090, 8.47387], [7.44506, -2.38948, 6.40172], [7.66976, -3.57726, 4.43616], [8.09295, -2.69685, 2.96378], [6.41893, -3.12889, 3.27698], [6.93494, 2.19381, 2.80047], [6.88983, 3.01429, 4.36450], [5.40650, 2.38635, 3.64828], [6.64275, 1.79316, 6.44048], [9.12265, -0.20592, 2.69943], [9.75593, 0.09037, 0.32563], [7.96606, 0.36058, -1.37183], [1.22142, -1.84257, 8.77333], [0.83401, 0.44598, 9.63532], [0.79666, 2.35294, 8.05909], [-0.97603, 0.81482, 5.12538], [-1.73240, 1.85274, 3.92155], [-1.86784, 2.24620, 5.63764], [-0.89996, 4.13016, 3.50543], [0.06740, 6.14655, 2.71887], [1.83002, 6.16672, 2.55536], [1.06849, 6.89696, 3.95925], [3.09262, 5.07741, 4.68438], [4.30257, 3.68187, 6.11349], [3.99422, 1.96433, 5.83684], [3.34523, 2.74152, 7.26717], [4.13616, -1.58986, 6.23637], [4.92753, -3.16340, 6.28896], [4.10463, -2.53825, 7.72068], [3.79765, -5.08154, 5.61150], [2.73020, -7.08038, 4.86862], [1.53637, -6.60900, 3.66077], [1.00649, -7.29165, 5.19312], [-0.45089, -5.13059, 5.23458], [-1.75880, -3.29569, 5.85168], [-1.05011, -1.69140, 5.98779], [-1.11191, -2.73405, 7.39853], [6.31598, -2.08675, -1.23453], [6.22157, -2.10260, -2.99631], [4.83376, -2.59945, -2.03193], [3.99997, -0.84052, -3.86819], [2.55862, 0.70378, -4.93682], [2.94678, 2.40978, -4.70109], [1.65334, 1.66495, -3.76831], [3.49741, 3.01511, -2.12053], [4.75064, 3.70500, -0.32052], [6.23635, 2.84050, 0.09833], [4.74186, 2.47277, 0.93300], [-1.05558, 0.21475, -0.81898], [-0.82433, 1.90898, -0.46659], [-1.67065, 2.91372, -0.95776], [-1.37083, 4.23037, -0.70006], [-0.24626, 4.55606, 0.06191], [0.52042, 3.52525, 0.54919], [0.24318, 2.23955, 0.29247], [-2.52915, 2.62664, -1.54634], [-2.00689, 5.01480, -1.09012], [0.01992, 5.58125, 0.26876], [1.39160, 3.70403, 1.16933]],
  "mulliken_charge": [-0.56, -1.70, 0.57, -0.98, 0.91, -1.73, 1.10, 0.56, -1.64, -0.72, -0.92, 0.06, -1.13, -0.31, -0.23, 0.83, 0.98, -0.51, 0.11, 1.11, -0.51, -0.22, 0.62, -0.19, 0.11, -1.18, -0.07, -0.79, 0.35, 1.02, -1.68, -0.71, 0.69, -1.60, -0.93, 1.41, -1.57, -0.12, 0.50, -0.98, -0.88, 0.47, -1.62, -1.16, 0.96, -1.28, 0.36, 0.72, -1.91, -0.75, 0.76, -1.47, -0.79, 0.74, -1.33, 0.38, 0.31, 0.44, 0.31, 0.47, 0.40, 0.25, 0.34, 0.57, -0.06, 0.38, 0.54, 0.41, 0.51, 0.58, 0.45, 0.54, -0.01, 0.41, 0.38, 0.36, 0.32, 0.32, 0.46, 0.41, 0.50, 0.07, 0.45, -0.01, 0.35, 0.43, 0.33, 0.36, 0.31, 0.39, 0.40, 0.47, 0.00, 0.32, 0.25, 0.46, 0.37, 0.32, 0.37, 0.36, 0.26, 0.39, 0.54, 0.28, -0.01, -0.53, 0.53, -0.80, -0.23, -0.91, -0.50, 0.21, 0.46, 0.41, 0.53, 0.65],
  "e_homo_ev": -8.118,
  "energy_ev": -225590.44546,
  "multiplicity": 1,
  "molar_mass_g_mol": 1099.48
}


Which value of multiplicity does entry 2 give?
1


multiplicity of number 1 (C4H5N2OS2)?
1


Look up the multiplicity of the second one.
1


Please write out number 3 again, unchanged.
{
  "formula": "C4H10N2",
  "method": "wB97M-V/def2-TZVPD",
  "symbols": ["C", "C", "C", "C", "N", "N", "H", "H", "H", "H", "H", "H", "H", "H", "H", "H"],
  "xyz": [[0.31726, -0.76994, 2.08427], [-0.14114, 0.20204, -0.47017], [1.12075, 1.63146, -1.93687], [-1.52612, -1.42231, 0.75581], [0.83469, 0.95219, -0.71154], [-0.35204, -0.68298, 1.01040], [-0.05115, -1.34225, 2.89788], [1.17363, -0.17014, 2.28826], [-1.03117, 0.16824, -1.20147], [1.55977, 2.67768, -1.90255], [0.18348, 1.83178, -2.32631], [1.90338, 1.13008, -2.49388], [-2.02992, -1.67038, 1.77768], [-1.29305, -2.30686, 0.14196], [-2.25978, -1.15960, 0.02463], [1.59142, 0.93099, 0.06190]],
  "nbo_charge": [0.16, 0.44, -0.47, -0.51, -0.38, -0.24, 0.28, 0.24, 0.30, 0.31, 0.25, 0.30, 0.29, 0.28, 0.28, 0.47],
  "total_charge": 2,
  "e_homo_ev": -21.379,
  "energy_ev": -7268.25290,
  "multiplicity": 1,
  "smiles": "C=[N+](C)/C=[NH+]/C",
  "molar_mass_g_mol": 86.14
}